Record 1
The ion C6H16NOSi with charge -1 at a distorted geometry. Source: OMol25; level of theory: wB97M-V/def2-TZVPD.

```
25
C6H16NOSi wB97M-V/def2-TZVPD
C -2.30 -1.23 0.86
C 2.67 -0.49 0.12
C -0.45 1.77 1.57
C -1.75 -1.20 -0.55
C 1.29 -1.10 -0.17
C -0.32 1.68 -0.03
N 1.40 0.40 -2.97
O -0.07 0.24 -2.46
Si -0.16 -0.07 -0.93
H -1.55 -1.01 1.53
H -3.11 -0.46 0.99
H -2.79 -2.16 1.10
H 2.63 0.39 0.89
H 3.18 -1.28 0.65
H 3.25 -0.13 -0.82
H -0.39 2.92 1.75
H -1.39 1.58 2.06
H 0.33 1.14 1.88
H -2.48 -0.90 -1.26
H -1.43 -2.20 -0.82
H 1.06 -1.50 0.86
H 1.37 -1.95 -0.89
H 0.48 2.37 -0.24
H -1.28 1.93 -0.58
H 1.81 1.24 -2.57
```

Output
⟨S²⟩ ... 2.01
F_max ... 4.4 eV/A
2S+1 ... 3
Energy ... -657.52544 Eh
LUMO (alpha / beta) ... 3.63 / 3.52 eV
Total charge ... -1

---

Record 2
A cluster of 2 separate species, C6H16O in total at a distorted geometry. Source: OMol25; level of theory: wB97M-V/def2-TZVPD.

```
23
C6H16O wB97M-V/def2-TZVPD
C -0.88 2.85 -0.95
C -1.11 2.24 0.41
C -0.78 0.74 0.44
O -2.46 2.50 0.76
H -1.11 3.92 -0.94
H -1.44 2.43 -1.79
H 0.16 2.77 -1.31
H -0.40 2.71 1.11
H 0.27 0.63 0.18
H -1.43 0.26 -0.28
H -0.96 0.33 1.44
H -2.58 2.12 1.64
C -0.12 -2.39 -0.08
C 1.26 -2.15 0.55
C 2.34 -1.89 -0.47
H -0.32 -1.64 -0.85
H -0.94 -2.39 0.64
H -0.07 -3.35 -0.60
H 1.47 -3.04 1.15
H 1.17 -1.30 1.23
H 3.29 -1.65 0.03
H 2.56 -2.66 -1.22
H 2.07 -1.03 -1.10
```

Output
F_max ... 1.3 eV/A
Energy above the lowest of the compared OMol25 structures with the same formula, charge and spin ... 11.5 kcal/mol
Energy ... -313.42514 Eh
LUMO ... 0.87 eV
SMILES ... CC(C)O.CCC

---

Record 3
A cluster of 2 separate species, C6H16O in total at a distorted geometry. Source: OMol25; level of theory: wB97M-V/def2-TZVPD.

```
23
C6H16O wB97M-V/def2-TZVPD
C -2.60 2.16 -0.72
C -1.77 0.90 -0.95
C -1.31 0.24 0.41
C -2.61 -0.68 0.66
C -0.10 -0.61 0.44
C 0.59 -0.77 1.79
H -3.32 2.00 0.08
H -1.92 2.97 -0.46
H -3.04 2.48 -1.66
H -0.84 1.03 -1.52
H -2.29 0.18 -1.57
H -1.21 0.99 1.17
H -2.36 -1.73 0.62
H -3.50 -0.41 0.11
H -2.70 -0.43 1.73
H -0.26 -1.61 0.01
H 0.70 -0.21 -0.24
H -0.06 -1.33 2.44
H 1.46 -1.40 1.64
H 1.00 0.13 2.22
H 6.60 -0.26 -1.60
H 7.13 -1.31 -0.64
O 6.57 -1.21 -1.43
```

Output
⟨S²⟩ ... 0.75
F_max ... 1.4 eV/A
Energy above the lowest of the compared OMol25 structures with the same formula, charge and spin ... 10.6 kcal/mol
2S+1 ... 2
Energy ... -313.05115 Eh
LUMO (alpha / beta) ... -2.58 / -9.43 eV
Total charge ... +1

---

Record 4
A cluster of 3 separate species, C6H16O2 in total at a distorted geometry. Source: OMol25; level of theory: wB97M-V/def2-TZVPD.

```
24
C6H16O2 wB97M-V/def2-TZVPD
C 1.96 0.33 -0.50
C 0.87 1.37 -0.87
C -0.48 0.72 -0.85
C -1.41 1.08 0.04
C -2.74 0.41 0.17
C -0.77 -0.30 -1.92
H 2.90 0.80 -0.16
H 1.80 -0.37 0.31
H 2.25 -0.24 -1.38
H 1.14 1.61 -1.90
H 0.98 2.24 -0.25
H -1.15 1.80 0.80
H -3.42 0.39 -0.68
H -3.31 0.82 1.00
H -2.61 -0.62 0.50
H -0.94 -1.25 -1.41
H -1.52 -0.03 -2.66
H 0.12 -0.49 -2.52
H 2.01 -2.95 0.81
H 0.79 -3.86 0.86
O 1.08 -2.98 0.60
H 1.11 -0.29 2.02
H 0.54 1.11 2.17
O 0.83 0.36 2.69
```

Output
F_max ... 1.8 eV/A
Energy above the lowest of the compared OMol25 structures with the same formula, charge and spin ... 19.8 kcal/mol
Energy ... -388.64911 Eh
LUMO ... 0.57 eV
SMILES ... C/C=C(\C)CC.O.O

---

Record 5
A cluster of 3 separate species, C6H16O2 in total at a distorted geometry. Source: OMol25; level of theory: wB97M-V/def2-TZVPD.

```
24
C6H16O2 wB97M-V/def2-TZVPD
C -1.66 -0.70 -1.43
C -0.82 -1.92 -0.81
C 0.10 -1.69 0.36
C -0.61 -1.12 1.54
C -1.20 -1.97 2.36
C -0.33 0.36 1.78
H -2.67 -0.74 -1.01
H -1.90 -0.77 -2.53
H -1.25 0.29 -1.17
H -1.54 -2.63 -0.52
H -0.28 -2.36 -1.65
H 0.51 -2.65 0.69
H 1.03 -1.12 0.15
H -1.64 -1.80 3.46
H -1.27 -2.94 2.11
H -0.83 0.70 2.65
H 0.71 0.53 1.97
H -0.60 0.87 0.77
H 2.39 4.30 -5.71
H 1.41 4.70 -4.62
O 1.48 4.33 -5.48
H 3.58 2.39 2.86
H 2.35 1.60 2.14
O 3.03 2.33 2.09
```

Output
F_max ... 5.3 eV/A
Energy above the lowest of the compared OMol25 structures with the same formula, charge and spin ... 42.7 kcal/mol
Energy ... -388.61263 Eh
LUMO ... 0.75 eV
SMILES ... C=C(C)CCC.O.O

---

Record 6
A structure of composition C6H17B2F8O3V2 at a distorted geometry. Source: OMol25; level of theory: wB97M-V/def2-TZVPD.

```
38
C6H17B2F8O3V2 wB97M-V/def2-TZVPD
V 0.88 -2.97 -0.36
V -1.90 -0.62 1.31
O -0.37 -1.43 -0.01
H 0.09 -0.68 0.38
B -3.45 -2.84 1.27
F -4.20 -3.31 2.34
F -3.55 -3.67 0.17
F -3.81 -1.49 0.97
F -2.08 -2.81 1.71
B 0.54 -0.07 2.82
F -0.39 -1.04 3.25
F -0.22 0.68 1.84
F 0.96 0.77 3.82
F 1.60 -0.69 2.14
C 4.09 -0.66 0.35
C 2.92 -0.58 -0.63
C 3.15 0.38 -1.75
O 2.67 -1.93 -1.16
H 4.25 0.28 0.86
H 5.06 -0.83 -0.14
H 3.97 -1.50 1.03
H 2.06 -0.21 -0.08
H 3.55 1.33 -1.40
H 2.34 0.68 -2.42
H 3.89 0.06 -2.50
H 3.52 -2.21 -1.53
C -1.02 1.74 -1.68
C -2.03 1.95 -0.55
C -3.00 3.10 -0.77
O -2.75 0.73 -0.30
H -0.32 0.94 -1.40
H -0.37 2.61 -1.80
H -1.44 1.49 -2.65
H -1.45 2.16 0.35
H -3.81 2.75 -1.41
H -2.52 3.91 -1.31
H -3.41 3.45 0.17
H -3.44 0.54 -0.94
```

Output
⟨S²⟩ ... 12.01
F_max ... 3.3 eV/A
2S+1 ... 7
Energy ... -3201.37752 Eh
LUMO (alpha / beta) ... -6.10 / -5.76 eV
Total charge ... +1

---

Record 7
A structure of composition C6H17BrIInNO2P2 at a distorted geometry. Source: OMol25; level of theory: wB97M-V/def2-TZVPD.

```
31
C6H17BrIInNO2P2 wB97M-V/def2-TZVPD
C -0.22 3.51 1.32
C -1.37 2.54 0.97
P -1.13 1.85 -0.78
C 0.58 2.37 -1.43
In -0.94 -0.69 -0.74
Br -3.30 -1.84 -0.60
C 0.53 -1.52 0.76
C -0.06 -1.88 2.14
C 0.85 -2.98 2.81
I 0.00 -0.17 3.51
P 0.04 -1.29 -3.06
N -0.69 -0.51 -4.24
O 1.66 -0.82 -3.06
O 0.02 -2.95 -3.33
H -0.40 4.06 2.25
H -0.12 4.26 0.53
H 0.76 3.02 1.38
H -2.29 3.14 0.97
H -1.51 1.74 1.71
H 1.39 2.17 -0.73
H 0.51 3.43 -1.72
H 0.72 1.79 -2.35
H 1.40 -0.86 0.82
H 0.90 -2.47 0.34
H -1.08 -2.27 2.03
H 0.35 -3.95 2.89
H 1.15 -2.68 3.82
H 1.78 -3.08 2.24
H -1.44 0.05 -3.83
H 1.89 -0.60 -2.16
H 0.03 -3.34 -2.46
```

Output
F_max ... 2.0 eV/A
Energy ... -4188.72500 Eh
LUMO ... 2.29 eV
Total charge ... -1

---

Record 8
The ion C6H17ClN4OPS with charge +1 at a distorted geometry. Source: OMol25; level of theory: wB97M-V/def2-TZVPD.

```
31
C6H17ClN4OPS wB97M-V/def2-TZVPD
C 1.92 2.65 0.56
O 3.13 1.95 0.11
C 2.81 0.89 -0.88
N 2.36 -0.32 -0.09
Cl 3.50 -1.59 -0.54
C 1.01 -0.85 -0.54
N 0.90 -2.38 -0.65
P 0.30 -3.02 0.89
N 0.64 -1.91 2.06
N -0.09 -0.04 -0.79
C -1.46 -0.53 -1.20
C -2.53 0.70 -0.98
C -3.10 0.59 0.56
S -2.59 2.09 1.63
H 1.46 3.24 -0.34
H 1.13 1.99 1.12
H 2.26 3.48 1.35
H 3.79 0.69 -1.53
H 2.01 1.32 -1.62
H 0.32 -2.65 -1.47
H -1.13 -3.23 0.96
H 1.06 -4.21 1.29
H -0.26 -1.61 2.53
H 0.03 1.01 -0.68
H -1.76 -1.51 -0.63
H -1.48 -0.80 -2.35
H -1.97 1.70 -1.22
H -3.41 0.62 -1.78
H -4.29 0.65 0.52
H -2.76 -0.42 1.10
H -1.78 1.51 2.63
```

Output
F_max ... 4.9 eV/A
Energy ... -1732.31093 Eh
LUMO ... -4.73 eV
Total charge ... +1
SMILES ... COCN(Cl)/C(N[PH2]=N)=[NH+]/CCCS

---

Record 9
A cluster of 2 separate species, C6H17FO2SSi in total at a distorted geometry. Source: OMol25; level of theory: wB97M-V/def2-TZVPD.

```
28
C6H17FO2SSi wB97M-V/def2-TZVPD
C 0.69 0.26 -1.45
C 1.30 -0.31 -0.02
C 1.17 0.85 1.18
C 2.71 1.33 1.63
O 2.84 1.35 3.10
Si 4.33 0.60 3.65
F 4.57 1.11 5.36
H 1.16 -0.31 -2.38
H -0.50 0.23 -1.46
H 0.96 1.43 -1.47
H 0.75 -1.31 0.33
H 2.44 -0.59 -0.24
H 0.56 0.44 2.11
H 0.56 1.76 0.72
H 2.79 2.45 1.23
H 3.56 0.71 1.13
H 5.52 1.00 2.92
H 4.27 -0.85 3.67
C -3.96 -2.15 -2.75
S -3.60 -0.37 -2.75
O -2.12 -0.22 -2.59
C -4.36 -0.03 -1.15
H -3.54 -2.59 -3.66
H -3.51 -2.62 -1.87
H -5.04 -2.30 -2.75
H -3.89 -0.63 -0.37
H -5.43 -0.25 -1.20
H -4.22 1.03 -0.92
```

Output
F_max ... 4.1 eV/A
Energy ... -1176.77235 Eh
LUMO ... 0.64 eV